This record from the Open Molecules 2025 dataset describes a structure of composition C12H27Cl2N2OP2Sc. The level of theory is ωB97M-V/def2-TZVPD.

Last column: Mulliken charge in e.
Atoms and positions in Å:
C1 2.68592 -3.52956 0.29106  -1.254
H1 -2.22576 -0.07568 -4.42267  0.353
N1 -2.15340 0.22092 2.77644  0.149
C2 0.76977 -3.18838 -1.66168  -1.199
C3 -0.62498 -0.11834 -3.17335  0.864
P1 1.14751 -2.54532 0.01375  1.267
H2 0.27123 4.02083 -2.02288  0.523
H3 -1.78761 0.97349 0.78567  0.545
C4 -1.42296 0.51586 1.69670  -0.509
H4 -0.22336 4.65106 0.31305  0.403
H5 -3.65859 1.38810 3.67379  0.340
H6 0.86872 -4.28607 -1.64794  0.465
H7 -0.08237 -3.45308 1.96477  0.365
H8 -3.99331 0.84156 1.99267  0.304
Cl1 1.09657 -0.14007 -3.12934  -0.178
C5 0.26474 2.91524 -1.93890  -1.197
C6 -0.38168 3.60295 0.63111  -1.215
H9 2.53397 -4.59489 0.04003  0.383
H10 0.86738 -0.84098 3.48791  0.645
C7 2.32868 3.47927 -0.16122  -1.240
H11 3.48274 -3.14346 -0.36502  0.386
H12 -0.75173 2.50496 -2.08418  0.280
H13 -0.30913 3.53426 1.72546  0.370
N2 -0.15554 0.10226 1.88302  0.492
C8 -0.06911 -0.43872 3.15669  -0.682
H14 -0.01060 -4.63872 0.62247  0.394
H15 -1.41710 3.33586 0.36765  0.372
C9 -0.11752 -3.56781 0.87359  -1.207
C10 -3.56501 0.54392 2.96342  -0.836
O1 -1.28149 -0.38089 -2.17084  -0.498
H16 -0.72793 -0.82566 -5.16013  0.367
Cl2 3.42708 0.12645 1.60577  -0.334
H17 -0.27039 -2.92073 -1.90526  0.293
P2 0.79047 2.46545 -0.23255  1.063
C11 -1.31088 -0.38823 3.71421  -0.624
H18 2.74811 3.51164 0.85467  0.389
C12 -1.13986 -0.01306 -4.54620  -1.197
H19 -4.07982 -0.34961 3.36176  0.348
H20 -0.84321 0.92937 -5.01408  0.332
H21 -1.68783 -0.72932 4.66308  0.467
H22 1.47776 -2.75498 -2.38278  0.339
H23 -1.11608 -3.25247 0.53247  0.356
H24 0.97652 2.45790 -2.64661  0.345
H25 2.12940 4.51033 -0.50868  0.388
Sc1 1.42237 -0.00076 0.65632  -0.181
H26 3.02641 -3.47220 1.33472  0.377
H27 3.09188 3.01730 -0.80796  0.384

LUMO level ... -6.7 eV
Orbital gap ... 9.554 eV
Net charge ... +2
Highest occupied orbital energy ... -0.5984 hartree